Here is a molecular structure, C2H6N2O from the Open Molecules 2025 dataset. Energies are from ωB97M-V with the def2-TZVPD basis set.

Positions of all 11 atoms, in Å:
C: -1.03 -0.66 0.55
C: 0.16 -0.26 -0.19
N: 2.55 -0.17 -0.22
N: 1.38 0.02 0.20
O: -0.47 -1.45 -0.47
H: -1.00 -1.15 1.41
H: -1.92 -0.06 0.35
H: -1.72 1.62 -0.52
H: 2.85 -0.90 -0.85
H: -2.10 2.15 -0.96
H: 1.30 0.85 0.72

Properties
- 2S+1 = 3
- net charge = 0
- strongest force on any atom (eV Å⁻¹) = 6.2
- LUMO energy (spin up / spin down) (eV) = 1.192 / -0.775
- gap between HOMO and LUMO (spin up / spin down) (eV) = 7.5 / 9.4
- HOMO energy (spin up / spin down) (eV) = -6.298 / -10.205

=====

Here is 2 unconnected molecules or ions with the total composition C2H6N2O2 from the Open Molecules 2025 dataset. Energies are from ωB97M-V with the def2-TZVPD basis set.

Positions of all 12 atoms, in Å:
C: 0.57 -1.11 -0.24
C: 0.08 -0.13 0.81
N: -2.04 -0.03 -0.25
N: 1.21 1.51 -0.15
O: -3.14 0.33 0.03
O: -1.10 0.37 0.77
H: 0.14 -2.11 -0.33
H: 0.39 -0.71 -1.28
H: 1.63 -1.25 0.03
H: 0.49 -0.33 1.84
H: 1.10 1.00 -1.12
H: 0.67 2.47 -0.10

Properties
- net charge = 0
- strongest force on any atom (eV Å⁻¹) = 5.2
- LUMO energy (spin up / spin down) (eV) = -1.010 / -1.012
- gap between HOMO and LUMO (spin up / spin down) (eV) = 7.5 / 7.5
- HOMO energy (spin up / spin down) (eV) = -8.482 / -8.473

=====

Here is 2 unconnected molecules or ions with the total composition C2H6N2O2 from the Open Molecules 2025 dataset. Energies are from ωB97M-V with the def2-TZVPD basis set.

Positions of all 12 atoms, in Å:
H: -0.26 1.52 -1.34
N: 0.00 0.95 -0.53
C: -1.08 1.30 0.12
N: -1.39 0.75 1.40
H: -1.81 2.09 -0.14
H: -0.77 0.09 1.96
H: -2.32 0.79 1.85
O: 0.40 -2.09 -1.21
C: 1.55 -1.96 -0.85
O: 1.85 -1.17 0.25
H: 2.41 -1.87 -1.53
H: 1.43 -0.39 0.01

Properties
- SMILES = [H]/N=C/N.O=CO
- net charge = 0
- strongest force on any atom (eV Å⁻¹) = 4.2
- LUMO energy (eV) = 0.869
- gap between HOMO and LUMO (eV) = 10.5
- HOMO energy (eV) = -9.594

=====

Here is a molecular structure, C2H6N2O2 from the Open Molecules 2025 dataset. Energies are from ωB97M-V with the def2-TZVPD basis set.

Positions of all 12 atoms, in Å:
C: 0.11 -0.59 0.65
C: -0.87 -1.23 -0.27
N: 0.84 0.98 0.00
O: 1.49 0.04 -0.78
N: 0.15 1.79 -0.95
O: -0.15 2.86 -0.42
H: 1.28 1.56 0.73
H: -0.37 -0.03 1.45
H: 0.93 -1.21 0.99
H: -0.39 -1.89 -0.98
H: -1.47 -0.48 -0.80
H: -1.57 -1.79 0.36

Properties
- net charge = 0
- strongest force on any atom (eV Å⁻¹) = 4.1
- LUMO energy (spin up / spin down) (eV) = -0.934 / -0.936
- gap between HOMO and LUMO (spin up / spin down) (eV) = 7.1 / 7.1
- HOMO energy (spin up / spin down) (eV) = -8.074 / -8.072

=====

Here is 2 unconnected molecules or ions with the total composition C2H6N2O2 from the Open Molecules 2025 dataset. Energies are from ωB97M-V with the def2-TZVPD basis set.

Positions of all 12 atoms, in Å:
N: -1.91 0.00 2.47
C: -2.08 0.53 1.22
O: -2.70 -0.07 0.37
H: -1.28 0.30 3.18
H: -2.46 -0.81 2.70
H: -1.56 1.48 1.03
N: 1.67 -0.78 -1.53
C: 2.27 0.29 -2.05
O: 3.37 0.25 -2.58
H: 0.92 -0.70 -0.87
H: 2.14 -1.67 -1.69
H: 1.63 1.18 -2.25

Properties
- SMILES = NC=O.NC=O
- net charge = 0
- strongest force on any atom (eV Å⁻¹) = 2.3
- LUMO energy (eV) = 0.575
- gap between HOMO and LUMO (eV) = 10.5
- HOMO energy (eV) = -9.965

=====

Here is a single C2H6N2O2S molecule from the Open Molecules 2025 dataset. Energies are from ωB97M-V with the def2-TZVPD basis set.

Positions of all 13 atoms, in Å:
O: -1.83 0.93 1.09
C: -0.72 0.11 1.38
C: 0.16 -0.07 0.17
N: 1.39 -0.36 0.42
S: 2.37 -0.74 -0.91
N: -0.41 0.19 -1.13
O: -0.27 -0.90 -2.02
H: -1.62 1.85 1.34
H: -1.13 -0.86 1.68
H: -0.11 0.48 2.22
H: 3.54 -0.45 -0.28
H: -1.38 0.36 -1.06
H: -0.01 -0.52 -2.90

Properties
- SMILES = OC/C(=N/S)NO
- net charge = 0
- strongest force on any atom (eV Å⁻¹) = 1.6
- LUMO energy (eV) = 0.690
- gap between HOMO and LUMO (eV) = 9.1
- HOMO energy (eV) = -8.441

=====

Here is 3 unconnected molecules or ions with the total composition C2H6N2O2S from the Open Molecules 2025 dataset. Energies are from ωB97M-V with the def2-TZVPD basis set.

Positions of all 13 atoms, in Å:
H: -3.85 -1.72 -1.86
N: -4.04 -0.88 -1.19
C: -3.11 -0.46 -0.54
C: -2.81 0.45 0.53
O: -1.91 -0.61 -0.02
H: -2.43 1.50 0.39
H: -3.22 0.16 1.44
N: 4.89 1.60 -0.45
S: 4.82 0.23 -1.07
H: 4.02 1.97 0.09
O: 2.35 -0.56 1.17
H: 2.11 -0.52 0.24
H: 3.17 -1.15 1.27

Properties
- SMILES = [H]/N=C1/CO1.N=S.O
- net charge = 0
- strongest force on any atom (eV Å⁻¹) = 5.2
- LUMO energy (spin up / spin down) (eV) = -1.184 / -1.193
- gap between HOMO and LUMO (spin up / spin down) (eV) = 7.4 / 7.4
- HOMO energy (spin up / spin down) (eV) = -8.581 / -8.588

=====

Here is a single C2H6N2O2S molecule from the Open Molecules 2025 dataset. Energies are from ωB97M-V with the def2-TZVPD basis set.

Positions of all 13 atoms, in Å:
C: -0.51 -0.75 0.14
C: -1.50 -0.13 1.09
N: -0.74 -1.73 -0.60
N: 0.80 1.10 -1.23
O: 1.08 1.18 1.24
O: 2.24 -0.58 -0.04
S: 1.10 0.25 0.14
H: -1.24 -0.37 2.19
H: -2.47 -0.30 0.78
H: -1.22 0.98 0.97
H: 0.03 -2.09 -1.22
H: 0.95 0.61 -2.13
H: 1.49 1.83 -1.34

Properties
- 2S+1 = 3
- net charge = 0
- strongest force on any atom (eV Å⁻¹) = 5.5
- LUMO energy (spin up / spin down) (eV) = 0.473 / -3.417
- gap between HOMO and LUMO (spin up / spin down) (eV) = 6.5 / 7.6
- HOMO energy (spin up / spin down) (eV) = -6.025 / -10.973

=====

Here is 2 unconnected molecules or ions with the total composition C2H6N2O2S from the Open Molecules 2025 dataset. Energies are from ωB97M-V with the def2-TZVPD basis set.

Positions of all 13 atoms, in Å:
C: 1.68 -0.32 0.01
C: -1.66 -0.23 -0.53
N: 3.04 -0.75 -0.03
N: -1.12 0.68 0.25
O: 1.14 -0.63 1.19
O: 1.08 0.26 -0.88
S: -3.08 -1.02 -0.10
H: -1.01 -0.64 -1.38
H: 3.76 -0.45 -0.74
H: 3.34 -1.06 0.89
H: -1.67 1.22 0.79
H: -0.30 1.11 -0.09
H: 0.26 -0.27 1.29

Properties
- 2S+1 = 3
- net charge = 0
- strongest force on any atom (eV Å⁻¹) = 4.9
- LUMO energy (spin up / spin down) (eV) = 0.735 / -2.122
- gap between HOMO and LUMO (spin up / spin down) (eV) = 6.3 / 7.1
- HOMO energy (spin up / spin down) (eV) = -5.599 / -9.189

=====

Here is 3 unconnected molecules or ions with the total composition C2H6N2O3 from the Open Molecules 2025 dataset. Energies are from ωB97M-V with the def2-TZVPD basis set.

Positions of all 13 atoms, in Å:
C: 2.35 -0.03 -1.09
C: 2.17 0.29 0.19
N: 1.27 -0.20 1.01
N: -5.82 0.73 -2.13
O: -6.75 -0.11 -2.46
O: -5.94 1.94 -2.52
O: 1.75 -1.25 3.16
H: 3.03 0.48 -1.69
H: 1.10 -0.81 3.75
H: 1.50 -0.50 -1.46
H: 2.88 1.01 0.69
H: 0.81 -0.79 0.35
H: 1.65 -0.76 2.22

Properties
- 2S+1 = 3
- net charge = -2
- strongest force on any atom (eV Å⁻¹) = 3.5
- LUMO energy (spin up / spin down) (eV) = 6.429 / 6.417
- gap between HOMO and LUMO (spin up / spin down) (eV) = 5.3 / 7.1
- HOMO energy (spin up / spin down) (eV) = 1.094 / -0.649

=====

> Which formula does entry 7 have?

C2H6N2O2S

=====

> Which of these has the lowest net charge?

C2H6N2O3

=====

Repeat the fourth record exactly.
Here is a molecular structure, C2H6N2O2 from the Open Molecules 2025 dataset. Energies are from ωB97M-V with the def2-TZVPD basis set.

Positions of all 12 atoms, in Å:
C: 0.11 -0.59 0.65
C: -0.87 -1.23 -0.27
N: 0.84 0.98 0.00
O: 1.49 0.04 -0.78
N: 0.15 1.79 -0.95
O: -0.15 2.86 -0.42
H: 1.28 1.56 0.73
H: -0.37 -0.03 1.45
H: 0.93 -1.21 0.99
H: -0.39 -1.89 -0.98
H: -1.47 -0.48 -0.80
H: -1.57 -1.79 0.36

Properties
- net charge = 0
- strongest force on any atom (eV Å⁻¹) = 4.1
- LUMO energy (spin up / spin down) (eV) = -0.934 / -0.936
- gap between HOMO and LUMO (spin up / spin down) (eV) = 7.1 / 7.1
- HOMO energy (spin up / spin down) (eV) = -8.074 / -8.072